C8H18ClIInN2OPS | ωB97M-V with the def2-TZVPD basis set

Positions of all 34 atoms, in Å:
I1 0.5613 -2.5393 -2.0026
In1 -0.3149 0.0448 -0.0697
Cl1 -2.5026 -0.5659 0.5817
S1 0.6556 1.4900 1.7520
P1 -0.2107 1.5022 -2.1097
O1 3.2395 -0.8560 -0.6344
N1 1.1715 -0.0191 3.9392
N2 -0.9744 0.2941 3.6431
C1 -0.9195 -0.5939 4.7967
C2 2.1484 -0.5262 -0.5308
C3 0.2477 0.5425 3.1379
C4 1.3871 1.8013 -2.9131
C5 -0.8207 3.1591 -1.6675
C6 -1.3288 0.8979 -3.4061
C7 0.5746 -0.8812 4.9439
C8 0.0984 -4.4084 -2.9655
H1 -1.4294 1.6689 -4.1845
H2 -1.5015 -1.5058 4.6179
H3 1.2544 2.4832 -3.7657
H4 0.4247 -4.3173 -4.0009
H5 -0.9357 -0.0301 -3.8416
H6 2.0826 2.2557 -2.1978
H7 0.9481 -0.6377 5.9408
H8 -1.7578 3.0711 -1.1032
H9 -1.8285 0.5552 3.1564
H10 -1.0016 3.7504 -2.5766
H11 2.1388 -0.0650 3.6466
H12 -1.3113 -0.1015 5.6927
H13 -0.9742 -4.5788 -2.9002
H14 -0.0913 3.6780 -1.0325
H15 -2.3126 0.6878 -2.9650
H16 1.8199 0.8597 -3.2663
H17 0.6597 -5.1856 -2.4463
H18 0.8033 -1.9302 4.7310

The total energy comes out at -59523.57706 eV. As for the net charge: +2. As for the multiplicity: 1. As for the HOMO-LUMO gap: 8.178 eV. The calculation puts the lowest unoccupied orbital energy at -7.8633 eV. The value obtained for the highest occupied orbital energy is -0.58951 Ha. The largest force on an atom is 3.80 eV Å⁻¹.

C8H18ClMoOSSe3Te | ωB97M-V with the def2-TZVPD basis set

Positions of all 34 atoms, in Å:
Te1 2.9851 2.3559 -4.9817
Mo1 0.5803 2.1852 -1.6778
Se1 4.3123 1.5748 -3.0394
Se2 2.7473 1.5728 -1.2299
Se3 0.6816 2.6918 -3.8917
Cl1 -1.6415 3.4767 -1.2556
S1 0.6875 -1.3666 -0.2383
O1 -0.6018 -0.4971 -0.5660
C1 -0.0193 -2.9854 0.1014
C2 0.1660 0.1125 2.0882
C3 -1.0593 -3.1259 1.2078
C4 -2.4436 -2.5830 0.8628
C5 0.0126 3.9915 -0.7641
C6 1.1891 -0.8005 1.4162
C7 0.2332 1.5339 1.5390
C8 -0.5191 0.3272 -1.8125
H1 0.0374 4.0779 0.3183
H2 1.3825 -1.7131 1.9811
H3 0.2735 1.4705 0.4452
H4 0.8762 -3.5811 0.3064
H5 -3.1515 -2.8479 1.6465
H6 1.1349 2.0466 1.8730
H7 0.2496 4.9334 -1.2464
H8 0.3896 0.1174 3.1560
H9 -0.6386 2.1224 1.8172
H10 -0.6905 -2.6852 2.1369
H11 -1.1316 -4.1980 1.4020
H12 -1.5677 0.4999 -2.0476
H13 -0.8388 -0.2917 1.9779
H14 -2.8072 -3.0144 -0.0712
H15 -0.1087 -0.3106 -2.5980
H16 -0.4094 -3.3034 -0.8680
H17 -2.4482 -1.5006 0.7526
H18 2.1381 -0.2859 1.2597

The total energy comes out at -239173.42656 eV. As for the net charge: +1. As for the multiplicity: 1. As for the HOMO-LUMO gap (alpha / beta): 6.136 / 6.137 eV. The energy relative to the best compared isomer or geometry (same formula, charge and spin) comes out at 10.61 kcal/mol. The calculation puts the lowest unoccupied orbital energy (alpha / beta) at -4.1338 / -4.1332 eV. The value obtained for the highest occupied orbital energy (alpha / beta) is -0.37741 / -0.37741 Ha. The largest force on an atom is 0.16 eV Å⁻¹.

C8H18CrF6O12S2 | ωB97M-V with the def2-TZVPD basis set

Positions of all 47 atoms, in Å:
Cr1 -0.3536 -0.2813 0.1272
S1 1.1012 -3.4199 -0.0738
S2 -1.3878 2.9295 -0.7890
F1 0.5390 4.5143 0.1633
F2 0.1023 -4.5359 2.1867
F3 -1.0255 -4.8263 0.2397
F4 0.6974 -6.0120 0.6259
F5 -1.3918 5.5571 -0.0158
F6 -1.0505 4.0732 1.5516
O1 -2.7939 2.7631 -0.5040
O2 0.4269 -2.1561 0.3000
O3 -1.8289 -1.2948 1.5425
O4 2.4956 -3.5339 0.3430
O5 0.9245 -3.6191 -1.5167
O6 -0.0217 0.7280 2.2093
O7 1.5896 0.5031 -0.4177
O8 -2.1161 -0.2722 -1.1361
O9 -1.1868 3.2372 -2.2347
O10 0.3327 -0.9636 -2.3729
O11 -0.6370 1.7525 -0.2619
O12 4.1666 1.4995 -1.5092
C1 -0.7647 4.3972 0.3034
C2 -1.5850 -1.1940 2.8901
C3 3.9471 1.6111 -0.0959
C4 -2.1825 -0.6114 -2.4692
C5 2.3649 1.6220 0.1787
C6 0.1211 -4.8202 0.8550
C7 -0.7821 -0.5049 -3.1433
C8 -1.1678 0.2972 2.9976
H1 -1.1093 0.5086 4.0653
H2 0.5237 1.3141 2.7391
H3 -2.0487 0.9186 2.8361
H4 2.0576 1.5493 1.2219
H5 -2.5111 -1.4843 3.3862
H6 -2.6690 -1.7580 1.5074
H7 -0.7668 -1.8559 3.1740
H8 -0.5671 -0.8999 -4.1362
H9 -3.0308 -0.1107 -2.9360
H10 4.3279 0.5732 -1.7028
H11 0.5508 -1.8678 -2.6108
H12 -0.5631 0.5427 -3.3497
H13 4.3348 2.5946 0.1698
H14 2.0351 2.6192 -0.1128
H15 4.5166 0.8688 0.4633
H16 -2.4593 -1.6651 -2.4365
H17 -2.9826 0.0765 -0.9144
H18 1.8284 0.6363 -1.3379

The total energy comes out at -99553.33727 eV. As for the multiplicity: 5. As for the HOMO-LUMO gap (alpha / beta): 8.713 / 9.584 eV. The energy relative to the best compared isomer or geometry (same formula, charge and spin) comes out at 16.17 kcal/mol. The calculation puts the lowest unoccupied orbital energy (alpha / beta) at -0.2880 / -0.2976 eV. The value obtained for the highest occupied orbital energy (alpha / beta) is -0.33078 / -0.36314 Ha. The largest force on an atom is 3.29 eV Å⁻¹. As for the expectation value of S²: 6.00.

C8H18F3INO2P | ωB97M-V with the def2-TZVPD basis set

Positions of all 34 atoms, in Å:
I1 2.2736 5.5181 -4.1635
P1 0.9846 3.5981 -2.9107
F1 0.5641 -2.5472 -0.2216
F2 1.6752 -3.5991 1.3129
F3 0.9701 -1.5853 1.6672
O1 -1.0968 -2.9123 2.7219
O2 -1.0879 -4.2838 0.9201
N1 0.0385 2.4190 -2.0620
C1 -2.2959 -4.9472 1.3662
C2 2.0057 3.3474 0.7354
C3 0.7332 1.3003 -1.4287
C4 0.6735 -2.7427 1.0940
C5 0.6788 1.2515 0.1039
C6 0.6865 2.5758 0.8503
C7 -3.5249 -4.1634 0.9679
C8 -0.6375 -3.3131 1.6930
H1 -2.2388 -5.0888 2.4440
H2 1.1895 2.8386 -4.0383
H3 1.9431 4.1808 0.0335
H4 0.4876 2.3499 1.8993
H5 -3.5409 -4.0009 -0.1096
H6 2.2964 3.7727 1.6945
H7 2.0643 3.6212 -2.0381
H8 2.8127 2.6964 0.3974
H9 -0.1471 3.2088 0.5354
H10 -0.1880 0.6617 0.4092
H11 -2.2618 -5.9180 0.8790
H12 1.7758 1.3032 -1.7672
H13 -0.6649 2.8236 -1.4589
H14 1.5558 0.6890 0.4338
H15 -4.4187 -4.7197 1.2479
H16 -3.5515 -3.1969 1.4689
H17 -0.0674 4.5008 -2.8791
H18 0.3132 0.3613 -1.7980

The total energy comes out at -39714.52934 eV. As for the multiplicity: 1. As for the HOMO-LUMO gap: 8.969 eV. The calculation puts the lowest unoccupied orbital energy at 0.4321 eV. The value obtained for the highest occupied orbital energy is -0.31372 Ha. The largest force on an atom is 1.34 eV Å⁻¹. The SMILES is CCOC(=O)C(F)(F)F.CCCCN[PH3]I.

C8H18FNOSi | ωB97M-V with the def2-TZVPD basis set

Positions of all 30 atoms, in Å:
Si1 -0.1857 0.5392 -0.0066
F1 4.9674 -0.3173 0.0758
O1 1.4831 -0.2405 -0.0341
N1 3.7134 -0.8199 -0.1124
C1 -0.3737 1.3600 -1.7480
C2 -2.7566 -0.6547 -0.4434
C3 -1.2882 -1.0191 -0.0024
C4 -0.2352 1.6698 1.4567
C5 2.7699 0.1000 -0.0004
C6 2.9637 1.5319 0.3137
C7 -0.8344 -2.0750 -0.9773
C8 -1.3830 -1.6899 1.4309
H1 -1.3636 1.0927 -2.3032
H2 2.6598 1.7488 1.3011
H3 0.6343 2.3258 1.3908
H4 -2.7418 -0.5075 -1.4278
H5 -1.2814 -1.8011 -1.9731
H6 -3.3951 -1.3560 -0.1646
H7 -2.2572 -1.1401 1.9534
H8 -0.2479 0.9311 2.2411
H9 -1.8914 -2.6631 1.2995
H10 -0.2206 2.5097 -1.6520
H11 -3.1523 0.1578 0.1744
H12 2.5409 2.0948 -0.5018
H13 -1.2144 -3.0054 -0.5190
H14 4.0521 1.7529 0.2704
H15 0.3690 0.9265 -2.3548
H16 -1.1783 2.2145 1.5668
H17 0.2855 -2.0191 -1.2033
H18 -0.4386 -1.6467 1.9497

The total energy comes out at -22718.62265 eV. As for the multiplicity: 1. As for the HOMO-LUMO gap: 9.892 eV. The energy relative to the best compared isomer or geometry (same formula, charge and spin) comes out at 11.24 kcal/mol. The calculation puts the lowest unoccupied orbital energy at 0.5751 eV. The value obtained for the highest occupied orbital energy is -0.34240 Ha. The largest force on an atom is 5.86 eV Å⁻¹. The SMILES is C/C(=N\F)O[Si](C)(C)C(C)(C)C.

C8H18I2N | ωB97M-V with the def2-TZVPD basis set

Positions of all 29 atoms, in Å:
I1 -2.3126 1.7219 1.5221
I2 0.8289 1.5393 3.0062
N1 1.6823 -0.3208 0.6307
C1 0.7997 2.4110 -0.1196
C2 -0.4677 0.4369 1.7025
C3 -0.4319 -2.4760 0.7031
C4 -0.5065 -1.3228 -0.2878
C5 -1.9982 -1.1423 -0.6704
C6 0.1303 1.1898 -0.5851
C7 0.8399 0.9328 -2.0395
C8 0.2189 -0.0268 0.3842
H1 -1.3100 -2.6352 1.4512
H2 -0.0024 -1.6168 -1.2566
H3 -0.5486 -3.4469 0.0828
H4 1.8504 2.3384 0.1231
H5 0.4469 3.1470 -0.9643
H6 0.9389 1.8952 -2.4486
H7 -1.0740 -0.2941 2.3149
H8 -2.1856 -0.2328 -1.2052
H9 -2.6695 -1.3051 0.0671
H10 0.5225 -2.4380 1.3315
H11 0.3226 0.2298 -2.5965
H12 0.3227 2.8776 0.7161
H13 2.0687 0.3789 1.2651
H14 1.7507 -1.3010 1.0788
H15 -2.1488 -2.0380 -1.2548
H16 2.0623 -0.2235 -0.3366
H17 -0.9974 1.2754 -0.9172
H18 1.8675 0.4459 -1.6973

The total energy comes out at -26270.47741 eV. As for the net charge: +1. As for the multiplicity: 1. As for the HOMO-LUMO gap: 8.948 eV. The energy relative to the best compared isomer or geometry (same formula, charge and spin) comes out at 0.00 kcal/mol. The calculation puts the lowest unoccupied orbital energy at -3.7290 eV. The value obtained for the highest occupied orbital energy is -0.46587 Ha. The largest force on an atom is 5.51 eV Å⁻¹.